[1]
Below is a cluster of 12 separate species, C35H90BN6O20 in total, with properties calculated with wB97M-V/def2-TZVPD.

Each line ends with the Mulliken charge.
Positions of all 152 atoms, in Å:
O (-2.406, 2.448, 1.175)  -0.70
C (-1.718, 1.883, 0.381)  0.25
O (-1.545, 0.593, 0.219)  -1.26
B (-0.408, 0.319, -0.681)  1.74
O (0.100, 1.640, -1.065)  0.03
C (-0.656, 2.574, -0.516)  0.57
O (-0.492, 3.753, -0.559)  -0.82
O (-0.851, -0.386, -1.901)  -0.98
C (-0.185, -1.510, -2.004)  -0.07
O (-0.223, -2.310, -2.893)  -0.68
C (0.697, -1.643, -0.762)  0.18
O (0.654, -0.524, -0.079)  0.71
O (1.223, -2.667, -0.400)  0.23
C (2.163, 0.554, -3.662)  -0.31
O (1.155, 1.518, -3.977)  -0.57
H (3.140, 1.034, -3.811)  0.42
H (2.143, 0.223, -2.622)  -0.12
H (2.175, -0.266, -4.377)  0.29
H (1.292, 2.181, -3.275)  0.24
C (3.206, -3.570, -3.043)  -0.30
O (3.976, -4.613, -2.484)  -0.49
H (3.293, -3.540, -4.134)  0.46
H (2.154, -3.710, -2.794)  -0.04
H (3.435, -2.558, -2.689)  0.14
H (4.751, -4.804, -3.013)  0.27
C (3.558, -0.389, 0.604)  0.26
O (3.424, 0.914, 0.042)  -0.52
H (2.785, -0.514, 1.362)  -0.08
H (3.394, -1.118, -0.189)  -0.37
H (4.561, -0.571, 1.005)  0.35
H (3.355, 1.514, 0.807)  0.42
C (-1.836, 3.936, 4.694)  -0.14
O (-1.457, 5.311, 4.822)  -0.58
H (-2.818, 3.737, 5.105)  0.34
H (-1.720, 3.549, 3.680)  0.01
H (-1.062, 3.437, 5.289)  0.10
H (-0.569, 5.483, 4.515)  0.30
C (2.609, 3.894, -1.868)  -0.51
O (1.379, 4.050, -2.592)  -0.60
H (2.503, 3.376, -0.914)  0.13
H (3.280, 3.299, -2.486)  0.25
H (3.045, 4.884, -1.724)  0.35
H (0.733, 4.271, -1.890)  0.29
C (-4.495, 9.493, -6.764)  -0.78
O (-3.612, 8.655, -6.072)  -0.31
C (-2.813, 7.891, -6.977)  -0.58
C (-1.698, 7.234, -6.107)  -0.65
N (-2.223, 6.728, -4.848)  -0.38
C (-1.254, 6.863, -3.761)  -0.74
C (-1.940, 6.504, -2.443)  -0.35
O (-3.122, 7.239, -2.237)  -0.34
C (-3.903, 6.732, -1.187)  -0.70
H (-4.014, 10.299, -7.329)  0.28
H (-5.131, 10.026, -6.054)  0.27
H (-5.176, 8.935, -7.414)  0.30
H (-2.284, 8.590, -7.630)  0.39
H (-3.483, 7.200, -7.492)  0.39
H (-0.960, 8.038, -5.989)  0.31
H (-1.219, 6.448, -6.695)  0.30
H (-2.995, 7.345, -4.612)  0.38
H (-0.718, 7.817, -3.817)  0.39
H (-0.506, 6.064, -3.827)  0.38
H (-1.239, 6.799, -1.646)  0.39
H (-2.110, 5.426, -2.377)  0.20
H (-4.083, 5.654, -1.269)  0.30
H (-4.878, 7.216, -1.191)  0.26
H (-3.401, 6.901, -0.227)  0.28
C (2.304, 2.210, 5.074)  -0.95
C (3.584, 1.998, 4.261)  0.77
C (3.716, 2.926, 3.052)  -1.09
O (2.767, 2.678, 2.036)  -0.19
C (1.516, 3.314, 2.212)  0.53
N (4.798, 2.121, 5.117)  -0.83
H (1.449, 1.733, 4.592)  -0.17
H (2.132, 3.257, 5.331)  0.20
H (2.398, 1.667, 6.022)  0.61
H (3.519, 0.991, 3.841)  0.07
H (4.720, 2.775, 2.649)  0.31
H (3.709, 3.988, 3.335)  0.52
H (0.845, 2.845, 2.932)  -0.15
H (1.007, 3.221, 1.251)  -0.88
H (1.664, 4.391, 2.350)  0.47
H (4.680, 3.050, 5.528)  0.32
H (4.610, 1.521, 5.917)  0.31
C (-3.924, -3.607, -2.778)  -0.55
C (-5.245, -3.532, -2.040)  0.54
C (-5.989, -2.216, -2.317)  -0.86
O (-5.147, -1.094, -2.358)  -0.33
C (-4.469, -0.713, -1.190)  -0.44
N (-6.168, -4.635, -2.313)  -0.73
H (-3.387, -4.518, -2.505)  0.00
H (-3.265, -2.767, -2.567)  0.03
H (-4.094, -3.616, -3.860)  0.25
H (-4.970, -3.591, -0.980)  0.16
H (-6.877, -2.134, -1.681)  0.33
H (-6.387, -2.283, -3.335)  0.39
H (-4.012, -1.525, -0.610)  0.17
H (-5.132, -0.205, -0.478)  0.40
H (-3.670, -0.064, -1.545)  0.08
H (-5.602, -5.480, -2.349)  0.27
H (-6.590, -4.597, -3.236)  0.29
C (4.638, -3.991, 0.864)  -1.33
C (3.500, -4.258, 1.846)  1.22
C (4.106, -4.919, 3.101)  -0.68
O (4.304, -6.300, 2.729)  -0.30
C (5.159, -6.944, 3.617)  -0.83
N (2.882, -2.990, 2.244)  -0.30
H (5.490, -3.509, 1.340)  0.33
H (4.249, -3.505, -0.035)  0.13
H (4.994, -4.902, 0.367)  0.34
H (2.853, -4.984, 1.345)  -0.33
H (3.445, -4.943, 3.973)  0.46
H (5.063, -4.450, 3.339)  0.33
H (4.739, -7.244, 4.589)  0.31
H (6.124, -6.453, 3.783)  0.33
H (5.443, -7.934, 3.235)  0.26
H (2.243, -2.741, 1.487)  -0.21
H (2.260, -3.278, 3.000)  0.25
C (-0.286, -1.784, 3.172)  -1.34
C (-0.960, -0.728, 4.026)  0.62
C (-0.421, -0.623, 5.447)  -0.90
O (-1.177, 0.405, 6.111)  -0.32
C (-0.473, 0.898, 7.230)  -0.57
N (-0.789, 0.554, 3.331)  0.34
H (-0.864, -1.888, 2.257)  0.32
H (-0.345, -2.738, 3.715)  0.57
H (0.788, -1.640, 3.052)  -0.09
H (-2.012, -1.043, 4.078)  0.24
H (0.650, -0.405, 5.405)  0.33
H (-0.620, -1.530, 6.026)  0.49
H (-0.166, 0.114, 7.933)  0.33
H (-1.144, 1.620, 7.699)  0.27
H (0.426, 1.429, 6.886)  0.07
H (-1.054, 0.367, 2.369)  -0.46
H (-1.494, 1.206, 3.666)  0.15
C (-0.685, -5.956, -2.214)  -1.32
C (-0.650, -6.297, -0.729)  0.68
C (-0.398, -7.809, -0.487)  -0.79
O (-1.613, -8.496, -0.394)  -0.29
C (-1.519, -9.877, -0.586)  -0.76
N (0.275, -5.446, 0.019)  -0.41
H (-1.591, -6.315, -2.715)  0.42
H (0.167, -6.300, -2.802)  0.37
H (-0.755, -4.870, -2.319)  0.10
H (-1.599, -6.179, -0.187)  0.23
H (0.252, -7.995, 0.375)  0.41
H (0.145, -8.099, -1.401)  0.33
H (-0.889, -10.419, 0.130)  0.29
H (-1.148, -10.106, -1.592)  0.33
H (-2.525, -10.276, -0.462)  0.24
H (1.213, -5.803, -0.177)  0.14
H (0.301, -4.509, -0.377)  0.00

Output
* 2S+1: 1
* maximum force: 2.34 eV Å⁻¹
* HOMO level: -6.935 eV
* total charge: -1
* orbital gap: 9.138 eV

***

[2]
Below is a structure of composition C3H4AgMgO4, with properties calculated with wB97M-V/def2-TZVPD.

Each line ends with the Löwdin spin population.
Positions of all 13 atoms, in Å:
O (2.259, 1.344, 0.282)  0.01
C (1.444, 0.484, -0.139)  0.01
O (1.842, -0.492, -0.824)  0.00
Mg (3.694, 0.368, -0.783)  0.00
O (0.172, 0.586, 0.256)  0.10
C (-0.789, -1.066, 0.686)  0.62
C (-1.236, -0.129, -0.407)  0.09
H (-1.305, -2.013, 0.884)  0.08
H (0.090, -1.655, 0.398)  0.02
H (-1.094, -0.556, -1.419)  0.03
H (-2.030, -0.654, 0.879)  0.04
Ag (-1.013, 2.858, 0.600)  0.00
O (-2.034, 0.926, -0.414)  0.00

Output
* 2S+1: 2
* expectation value of S²: 0.754
* maximum force: 5.11 eV Å⁻¹
* HOMO level (spin up / spin down): -17.392 / -17.300 eV
* total charge: +2
* orbital gap (spin up / spin down): 7.272 / 7.129 eV

***

[3]
Below is an isolated molecule of C7H6N2O2, with properties calculated with wB97M-V/def2-TZVPD.

Each line ends with the natural charge from an NBO analysis.
Positions of all 17 atoms, in Å:
C (2.440, -0.459, -0.111)  0.66
C (2.112, 0.935, 0.229)  -0.19
C (-0.315, 0.816, -0.291)  0.21
C (-1.654, 1.118, -0.289)  -0.19
C (-2.607, 0.160, -0.149)  -0.29
C (-2.267, -1.145, -0.014)  0.04
C (0.023, -0.481, -0.312)  0.28
H (2.991, 1.492, 0.073)  0.23
H (1.772, 0.793, 1.308)  0.21
H (-1.841, 2.110, -0.467)  0.23
H (-3.607, 0.501, 0.216)  0.23
H (-3.022, -2.038, 0.413)  0.21
H (1.290, -2.194, 0.023)  0.43
N (-0.969, -1.495, 0.108)  -0.43
N (1.265, -1.069, -0.432)  -0.62
O (3.547, -0.795, -0.202)  -0.53
O (0.843, 1.752, -0.101)  -0.50

Output
* 2S+1: 1
* relative energy (zero: lowest compared OMol25 entry of this formula, charge and spin): 419.01 kJ/mol
* maximum force: 6.79 eV Å⁻¹
* HOMO level: -8.994 eV
* orbital gap: 9.301 eV

***

- Which formula does entry 1 have?
  C35H90BN6O20

***

Repeat the third record exactly.
Below is an isolated molecule of C7H6N2O2, with properties calculated with wB97M-V/def2-TZVPD.

Each line ends with the natural charge from an NBO analysis.
Positions of all 17 atoms, in Å:
C (2.440, -0.459, -0.111)  0.66
C (2.112, 0.935, 0.229)  -0.19
C (-0.315, 0.816, -0.291)  0.21
C (-1.654, 1.118, -0.289)  -0.19
C (-2.607, 0.160, -0.149)  -0.29
C (-2.267, -1.145, -0.014)  0.04
C (0.023, -0.481, -0.312)  0.28
H (2.991, 1.492, 0.073)  0.23
H (1.772, 0.793, 1.308)  0.21
H (-1.841, 2.110, -0.467)  0.23
H (-3.607, 0.501, 0.216)  0.23
H (-3.022, -2.038, 0.413)  0.21
H (1.290, -2.194, 0.023)  0.43
N (-0.969, -1.495, 0.108)  -0.43
N (1.265, -1.069, -0.432)  -0.62
O (3.547, -0.795, -0.202)  -0.53
O (0.843, 1.752, -0.101)  -0.50

Output
* 2S+1: 1
* relative energy (zero: lowest compared OMol25 entry of this formula, charge and spin): 419.01 kJ/mol
* maximum force: 6.79 eV Å⁻¹
* HOMO level: -8.994 eV
* orbital gap: 9.301 eV

***

- Among the records above, which one has the highest maximum force?
  C7H6N2O2

***

What did the second record say?
Below is a structure of composition C3H4AgMgO4, with properties calculated with wB97M-V/def2-TZVPD.

Each line ends with the Löwdin spin population.
Positions of all 13 atoms, in Å:
O (2.259, 1.344, 0.282)  0.01
C (1.444, 0.484, -0.139)  0.01
O (1.842, -0.492, -0.824)  0.00
Mg (3.694, 0.368, -0.783)  0.00
O (0.172, 0.586, 0.256)  0.10
C (-0.789, -1.066, 0.686)  0.62
C (-1.236, -0.129, -0.407)  0.09
H (-1.305, -2.013, 0.884)  0.08
H (0.090, -1.655, 0.398)  0.02
H (-1.094, -0.556, -1.419)  0.03
H (-2.030, -0.654, 0.879)  0.04
Ag (-1.013, 2.858, 0.600)  0.00
O (-2.034, 0.926, -0.414)  0.00

Output
* 2S+1: 2
* expectation value of S²: 0.754
* maximum force: 5.11 eV Å⁻¹
* HOMO level (spin up / spin down): -17.392 / -17.300 eV
* total charge: +2
* orbital gap (spin up / spin down): 7.272 / 7.129 eV